Record 1
The following is a quantum chemistry calculation of a cluster of 9 separate species, C44H67B3F8O27 in total, from OMol25.

XYZ file:
```
149
Properties=species:S:1:pos:R:3:forces:R:3:mulliken_charge:R:1
C 4.619235 0.120798 -0.883036 0.6 0.8 0.0 -0.169
C 4.737772 1.787623 -0.896484 -0.6 -0.5 -0.8 -0.059
C 4.025668 2.415078 -2.265216 0.5 -0.1 1.0 -0.598
C 3.558302 3.972852 -1.958084 0.1 -0.8 -0.4 -0.329
C 1.922099 4.064711 -1.904989 0.3 1.1 0.2 0.104
C 1.431906 5.562403 -2.408292 -1.0 -0.5 0.2 -0.702
C 0.191644 6.082184 -1.448104 0.4 0.0 0.4 -0.622
C -1.142878 5.118558 -1.510959 0.4 0.5 -0.8 0.380
C -2.402002 5.764158 -0.682453 0.7 0.5 0.5 -0.478
C -2.451113 5.264143 0.881011 -0.4 -0.6 0.6 -0.718
C -2.712566 3.620988 1.039380 -0.7 0.7 -1.0 0.184
C -4.206401 3.354601 0.384566 -0.2 0.4 0.5 0.221
C -4.875538 1.917458 0.804436 0.0 0.3 0.7 -0.194
C -3.892804 0.617413 0.606643 0.6 0.3 -0.3 -0.229
C -3.533974 0.277979 -0.975257 -0.6 -0.9 0.2 0.458
C -4.841194 0.315706 -1.975869 0.8 -0.5 -0.4 -0.328
C -4.670668 1.461562 -3.155119 0.3 -1.3 -0.1 -0.001
C -5.910292 1.262628 -4.207537 0.8 0.0 -1.1 -0.553
C -6.831354 2.592341 -4.465701 -0.3 0.3 -0.1 -0.659
C -7.107475 3.521621 -3.145129 -0.8 0.2 -0.3 -0.445
B -7.980276 2.783652 -1.949817 0.3 0.7 0.0 0.740
O -8.228668 1.320032 -1.975685 -2.5 2.9 2.7 -0.378
B -9.348090 0.935246 -1.093995 0.0 1.4 -0.4 0.375
O -10.278370 1.881419 -0.419836 4.9 0.3 -0.9 -0.472
B -9.419972 2.996892 0.025530 0.0 0.1 -1.9 0.518
O -8.451525 3.692434 -0.845301 -1.4 -4.8 -0.5 -0.541
H 3.987247 -0.214432 0.043754 1.5 0.5 -1.9 -0.025
H 4.085142 -0.289365 -1.862165 1.2 0.9 2.1 0.235
H 5.721607 -0.283231 -0.833700 -2.6 0.6 0.0 0.000
H 4.157573 2.220321 0.041083 1.4 -0.8 -1.9 -0.146
H 5.883778 2.099930 -0.890390 -2.5 -0.5 0.2 0.324
H 3.095189 1.749893 -2.524829 1.7 1.3 0.5 0.193
H 4.797070 2.314493 -3.145482 -1.5 0.3 1.6 0.271
H 3.946332 4.683067 -2.810659 -0.7 -1.3 1.7 0.474
H 4.073154 4.273683 -0.927188 -1.3 -0.4 -2.3 -0.193
H 1.535061 3.954387 -0.794597 0.9 -0.1 -2.4 -0.068
H 1.458103 3.221987 -2.577222 0.9 1.7 1.4 0.263
H 2.346451 6.293380 -2.390135 -1.9 -1.2 0.1 0.339
H 1.008298 5.516435 -3.506237 1.0 0.1 2.0 0.262
H 0.582785 6.062216 -0.337954 -0.7 0.2 -2.0 0.130
H -0.075006 7.204064 -1.709244 0.4 -2.3 0.5 0.300
H -1.444731 5.045903 -2.651668 0.6 0.0 2.2 0.324
H -0.826240 4.049760 -1.133800 -0.8 2.1 -0.7 -0.445
H -3.426769 5.577176 -1.232454 2.1 0.3 1.2 0.118
H -2.230786 6.942748 -0.653293 -0.5 -2.5 -0.1 0.377
H -1.487981 5.540513 1.507341 -1.8 -0.4 -1.6 0.245
H -3.364578 5.804857 1.419286 1.9 -1.1 -1.1 0.341
H -1.914594 3.002211 0.445493 -1.4 1.2 1.2 -0.254
H -2.668652 3.297527 2.164644 -0.2 0.7 -2.1 0.300
H -4.187127 3.537402 -0.794118 0.1 -0.7 2.6 -0.705
H -4.912403 4.212548 0.818152 1.4 -1.9 -0.9 0.379
H -5.919767 1.827382 0.257552 2.2 -0.1 1.0 -0.245
H -5.135406 1.969557 1.966050 0.6 0.0 -2.4 0.408
H -2.846741 0.824198 1.139831 -2.3 -0.3 -1.0 0.225
H -4.344422 -0.337524 1.151813 0.7 2.0 -1.3 -0.175
H -2.703216 0.969378 -1.429108 -1.6 -1.2 1.2 0.027
H -3.113240 -0.838160 -0.982869 -0.7 2.5 0.0 -0.318
H -5.857783 0.381365 -1.399733 2.0 0.1 -1.1 -0.071
H -4.857547 -0.734502 -2.543254 -0.1 2.3 1.1 0.337
H -3.656126 1.183726 -3.718927 -2.1 0.7 1.2 0.303
H -4.523092 2.550052 -2.752763 -0.5 -2.1 -0.6 -0.205
H -6.514711 0.297139 -3.896831 1.0 2.3 -0.5 0.227
H -5.413082 0.994282 -5.259384 -1.2 0.5 2.2 0.389
H -7.888220 2.258761 -4.890780 2.2 0.6 0.9 0.232
H -6.354396 3.295684 -5.301355 -0.8 -1.7 1.8 0.311
H -6.152949 4.001037 -2.663873 -1.7 -0.9 -1.0 0.123
H -7.780717 4.435851 -3.513466 1.5 -1.8 0.9 0.321
H -9.507638 -0.225174 -0.847638 0.0 0.3 -0.3 -0.106
H -9.501752 3.317714 1.163285 -0.1 0.2 -0.1 -0.108
O 0.804825 1.675728 -0.312606 -0.3 -2.8 -0.1 -0.463
C 0.717252 0.465300 -0.435335 0.7 2.8 0.6 0.184
O 1.729255 -0.409926 -0.150197 -1.1 1.1 -0.3 -0.088
C 1.187784 -1.707485 -0.295460 0.8 -1.1 0.2 -0.146
C 0.038512 -1.477013 -1.216195 -0.3 -0.2 -0.1 0.185
F -0.966580 -2.343886 -0.959320 -0.4 -0.3 -0.1 -0.275
O -0.397641 -0.179357 -0.880425 0.8 0.3 -0.1 -0.150
H 0.876348 -2.082624 0.685186 -0.1 0.0 -0.2 0.288
H 1.926099 -2.395573 -0.715958 0.0 0.3 0.2 -0.065
H 0.300448 -1.513915 -2.278997 -0.2 -0.1 0.1 0.326
O 3.318911 -3.405455 1.273493 0.4 -2.0 -1.5 -0.619
C 3.570455 -4.357000 0.552969 -0.2 1.8 1.9 0.880
O 4.426797 -5.369223 0.889951 -0.7 1.4 0.0 -0.370
C 4.339136 -6.327684 -0.145239 0.5 -1.1 0.1 0.095
C 3.850609 -5.516533 -1.296357 -0.1 -0.4 -0.9 0.479
F 3.076880 -6.261471 -2.117377 -0.2 -0.1 -0.3 -0.324
O 3.038883 -4.537430 -0.688623 0.5 0.1 0.8 -0.245
H 3.635816 -7.114532 0.147335 0.1 0.3 -0.4 -0.328
H 5.313517 -6.783269 -0.341238 -0.1 0.2 0.2 0.470
H 4.645299 -5.030331 -1.872199 -0.3 -0.1 0.0 0.069
O 7.080650 -0.114522 2.460242 -2.0 1.6 1.2 -0.569
C 6.217918 0.572751 2.981029 2.3 -1.9 -1.1 0.618
O 5.604864 0.267406 4.165260 0.5 0.1 -1.0 -0.304
C 4.776982 1.368462 4.481863 -0.6 -0.1 1.2 -0.434
C 4.544572 1.992246 3.148229 -0.2 0.4 -0.3 0.377
F 4.397849 3.331416 3.261178 -0.1 0.2 -0.1 -0.269
O 5.741815 1.734020 2.450509 -0.1 -0.8 0.4 -0.238
H 5.305434 2.032675 5.173925 -0.1 0.1 -0.2 0.290
H 3.847942 1.037494 4.953812 0.2 -0.1 -0.1 0.328
H 3.698277 1.569504 2.596331 0.0 0.2 0.0 0.180
O 3.618911 9.077316 4.118642 0.6 -2.4 -1.7 -0.542
C 3.870455 8.125772 3.398117 -0.6 2.4 2.3 0.569
O 4.726797 7.113549 3.735100 -0.5 1.0 -0.1 -0.336
C 4.639136 6.155088 2.699910 0.6 -1.0 0.2 -0.045
C 4.150609 6.966239 1.548791 -0.4 -0.2 -0.7 0.192
F 3.376880 6.221300 0.727772 -0.1 0.0 -0.3 -0.129
O 3.338883 7.945342 2.156525 0.7 0.1 0.6 -0.302
H 3.935816 5.368239 2.992483 0.0 0.3 -0.3 0.134
H 5.613517 5.699502 2.503910 -0.1 0.2 0.2 0.250
H 4.945299 7.452440 0.972949 -0.2 -0.1 -0.1 0.225
O 3.340583 -9.240618 0.095375 -1.5 -0.3 2.4 -0.539
C 2.681644 -9.333959 1.117606 1.7 -0.3 -2.4 0.657
O 2.297935 -10.521842 1.677225 0.4 1.0 -0.7 -0.350
C 1.674363 -10.201990 2.904744 -0.3 -1.0 0.7 -0.454
C 1.238433 -8.793127 2.688482 -0.3 0.7 0.7 0.244
F 1.260445 -8.098136 3.847863 -0.2 0.2 0.1 -0.284
O 2.231459 -8.267930 1.837042 0.0 -0.8 -0.6 -0.208
H 2.401581 -10.300386 3.717678 -0.1 0.3 0.0 0.286
H 0.833335 -10.871748 3.103457 0.2 0.0 -0.2 0.274
H 0.256525 -8.695019 2.213350 0.1 0.1 0.1 0.321
O 5.254575 -2.855367 -1.441522 2.7 -0.4 0.7 -0.523
C 6.422651 -2.958211 -1.105532 -2.6 0.3 -0.9 0.623
O 7.054333 -4.150794 -0.881488 -0.8 0.8 -0.2 -0.279
C 8.413863 -3.844384 -0.645393 0.9 -1.0 0.1 -0.501
C 8.351162 -2.427141 -0.188023 0.7 0.7 0.2 0.278
F 9.463117 -1.751999 -0.555993 0.1 0.2 0.1 -0.323
O 7.255174 -1.899262 -0.900089 -0.5 -1.1 0.1 -0.331
H 8.979781 -3.964815 -1.575244 0.0 0.3 0.1 0.285
H 8.839307 -4.507603 0.112585 -0.3 0.0 -0.1 0.291
H 8.182338 -2.309717 0.887723 0.1 0.2 -0.1 0.332
O -2.138216 -2.805755 6.250459 -1.2 -0.3 -2.8 -0.540
C -2.628430 -2.920181 5.139394 1.4 0.8 3.2 0.554
O -3.348629 -1.939580 4.513928 0.5 -0.7 0.6 -0.319
C -3.620299 -2.413551 3.210281 -0.6 0.9 -0.7 -0.077
C -3.516029 -3.891255 3.375254 0.2 -0.5 -0.2 0.331
F -3.065237 -4.472523 2.240980 0.0 -0.4 -0.3 -0.267
O -2.532120 -4.042811 4.373170 -0.5 0.5 0.3 -0.276
H -2.875563 -2.011266 2.515353 0.0 -0.3 0.0 0.018
H -4.614232 -2.101166 2.878763 0.1 0.1 0.2 0.298
H -4.444944 -4.373532 3.697814 0.1 -0.1 -0.2 0.261
O -2.414335 -8.352461 -1.184662 -0.9 2.7 -0.2 -0.549
C -2.806808 -7.201332 -1.278128 1.3 -3.0 0.0 0.618
O -2.015901 -6.148966 -1.650240 -0.5 -1.0 0.4 -0.282
C -2.869701 -5.028158 -1.763222 0.6 1.1 -0.4 0.226
C -4.014343 -5.403903 -0.885550 -0.7 0.2 0.0 0.653
F -5.169701 -4.874661 -1.346759 -0.3 0.2 0.1 -0.296
O -4.084292 -6.805565 -1.017215 0.9 0.0 0.1 -0.332
H -3.163218 -4.899658 -2.810468 -0.2 0.0 0.2 0.256
H -2.367926 -4.117441 -1.425273 0.1 -0.3 0.0 -0.271
H -3.877473 -5.139472 0.168424 -0.2 0.0 -0.2 0.079
```
Positions in Å, forces in eV/Å.

Results
HOMO level, eV: -9.77
LUMO energy, eV: 0.1
DFT total energy, Eh: -4621.7495
Charge: 0
SMILES: CCCCCCCCCCCCCCCCCCCCB1OBOBO1.O=C1OC[C@@H](F)O1.O=C1OC[C@@H](F)O1.O=C1OC[C@@H](F)O1.O=C1OC[C@@H](F)O1.O=C1OC[C@@H](F)O1.O=C1OC[C@@H](F)O1.O=C1OC[C@@H](F)O1.O=C1OC[C@@H](F)O1

Record 2
The following is a quantum chemistry calculation of a cluster of 6 separate species, C44H68BrClN6O4 in total, from OMol25.

XYZ file:
```
124
Properties=species:S:1:pos:R:3:forces:R:3:mulliken_charge:R:1
C 5.446163 -3.745650 2.858843 0.0 0.1 -0.9 -1.056
C 5.724232 -3.424904 1.365983 -1.2 0.5 0.9 -0.463
C 4.503115 -2.629650 0.823188 0.9 -1.0 -1.2 -0.394
C 4.350543 -2.812275 -0.713703 -0.4 1.2 0.8 -0.793
C 3.754754 -1.513808 -1.339070 0.4 -0.8 -1.2 -0.815
C 2.512366 -1.835734 -2.190920 0.0 -0.2 0.3 -1.548
C 1.221846 -2.126768 -1.405100 -0.1 1.1 -0.8 -1.219
C 0.709041 -0.985540 -0.486028 1.0 -2.4 0.3 -0.116
O 0.001156 -1.712001 0.574033 -0.8 1.3 -1.0 -0.449
C -1.341439 -1.536497 0.420752 1.0 0.0 -0.3 -0.515
O -2.041220 -2.123825 1.166654 -1.8 -0.7 1.0 -0.599
C -1.741769 -0.604153 -0.768495 3.1 0.9 0.2 2.329
C -2.655609 0.592485 -0.471034 -1.2 -0.9 -0.8 -0.170
C -4.169480 0.390534 -0.608533 -0.2 0.2 0.6 -0.012
C -4.796397 -0.558626 0.413605 -0.1 -0.2 -0.4 -1.049
Cl -4.689275 0.038977 -2.308982 0.1 0.0 0.3 -0.223
O -1.940796 -1.319281 -1.967334 -0.8 -0.5 1.0 -0.315
C -2.749216 -2.498878 -1.866267 -0.2 -0.7 -0.8 -0.673
C -1.950386 -3.813483 -1.897793 -1.0 0.6 -0.8 0.235
C -2.985400 -4.949146 -1.819831 0.3 0.1 1.4 -0.790
C -3.381437 -5.208495 -0.342892 -0.2 -0.6 -0.8 -0.856
C -0.284220 0.034791 -1.016321 1.1 1.3 -1.0 0.589
C -0.068006 0.341263 -2.530103 -0.8 0.4 -0.2 -1.460
C 1.076789 1.307050 -2.777232 -3.3 -0.5 -1.0 0.142
O 2.120533 1.279172 -2.333415 3.9 -0.1 1.5 -0.310
Br 0.672798 2.752863 -4.089606 -0.4 0.1 0.0 -0.283
N 0.024549 1.317075 -0.384036 -0.2 -0.8 0.7 -0.275
C 0.125953 1.335303 1.069173 0.2 1.9 0.1 -0.501
C 0.050065 2.820536 1.552724 -1.2 -0.2 0.1 -0.921
C -1.042196 2.953021 2.637514 0.5 0.1 0.5 -0.071
C -0.490697 2.517185 4.031445 -0.8 0.4 -1.2 -1.175
H 6.352323 -3.927831 3.434711 -0.1 -0.1 0.1 0.382
H 4.780464 -4.611056 2.897286 0.1 0.0 0.2 0.131
H 4.887181 -2.898591 3.261357 0.2 0.0 0.4 0.315
H 5.865594 -4.342641 0.796335 0.2 0.1 0.0 0.384
H 6.573090 -2.746974 1.270670 0.3 -0.4 -0.1 0.345
H 4.713208 -1.575836 1.011174 -0.4 0.0 0.2 0.436
H 3.573782 -2.951809 1.290350 0.0 0.3 0.2 -0.226
H 5.333771 -3.043996 -1.128231 -0.1 0.1 -0.1 0.400
H 3.688336 -3.642107 -0.972314 0.1 -0.2 0.3 0.482
H 3.608401 -0.718437 -0.608617 -0.2 -0.1 0.0 0.521
H 4.502567 -1.138231 -2.045832 -0.1 0.2 0.1 0.437
H 2.740331 -2.758902 -2.734920 0.0 0.1 0.0 0.648
H 2.356206 -1.091697 -2.972375 -0.1 0.1 0.2 0.410
H 1.371965 -3.002472 -0.772574 -0.1 0.0 0.0 0.603
H 0.446700 -2.308411 -2.152923 -0.1 -0.5 0.2 -0.127
H 1.612336 -0.613732 -0.005921 -0.4 0.7 0.0 0.682
H -2.391129 1.365372 -1.195869 0.0 0.0 0.1 0.517
H -2.493224 0.995923 0.528016 0.2 -0.2 0.0 -0.490
H -4.614033 1.365857 -0.411623 0.0 0.0 -0.2 0.658
H -5.780009 -0.869939 0.061288 -0.1 0.1 0.1 0.405
H -4.917564 -0.009603 1.350259 0.0 -0.2 0.0 0.164
H -4.219025 -1.463820 0.600230 0.1 0.2 0.0 0.176
H -3.355207 -2.519252 -2.775510 0.0 0.2 0.1 0.482
H -3.459789 -2.491202 -1.040170 0.3 0.3 0.2 0.066
H -1.197059 -3.854860 -1.112085 0.1 -0.2 -0.1 -0.116
H -1.509302 -3.844648 -2.898819 0.5 0.0 0.3 0.338
H -3.893085 -4.670918 -2.361599 0.2 -0.1 -0.3 0.290
H -2.578850 -5.875419 -2.226115 0.0 0.1 -0.2 0.462
H -4.157390 -4.527716 0.006829 0.2 0.1 0.1 0.274
H -3.782853 -6.224555 -0.280611 -0.1 0.1 0.2 0.436
H -2.501222 -5.159863 0.292050 0.0 0.1 0.2 0.007
H -0.978430 0.792808 -2.929439 0.0 -0.1 0.0 1.034
H 0.130614 -0.547074 -3.129155 0.0 0.1 0.0 0.297
H -0.498480 2.097798 -0.757125 -0.2 -0.1 0.2 0.554
H 1.104730 0.979600 1.391917 -0.2 -0.5 -0.1 0.161
H -0.680489 0.811873 1.596894 0.2 -0.4 -0.1 0.153
H 1.008989 3.167495 1.937243 0.0 0.0 0.0 0.341
H -0.245035 3.498228 0.743673 0.3 -0.2 -0.2 0.269
H -1.430579 3.974553 2.668435 0.1 0.0 0.1 0.637
H -1.907232 2.332910 2.381023 0.1 0.0 -0.1 -0.157
H 0.363419 1.877249 3.818699 0.1 -0.1 0.6 0.461
H -1.269894 1.972705 4.561742 0.3 -0.1 0.3 0.154
H -0.212075 3.412222 4.585498 0.3 -0.3 0.2 0.314
C -0.625286 3.230172 -9.315925 0.0 -0.1 0.0 -0.487
C -0.096438 4.543754 -9.210940 0.0 0.1 0.0 -0.505
C 0.609087 4.604273 -8.038950 0.0 -0.1 0.1 -0.114
N 0.523935 3.382063 -7.430433 0.1 0.0 -0.1 0.135
C -0.222411 2.538113 -8.204078 0.0 0.0 0.1 -0.435
H -1.231045 2.838369 -10.116226 0.0 0.0 0.0 0.387
H -0.219600 5.350182 -9.914996 0.0 0.0 0.0 0.392
H 1.160868 5.409585 -7.585827 -0.1 0.0 -0.1 0.098
H 0.946119 3.140804 -6.548770 -0.1 0.0 -0.2 0.106
H -0.402990 1.521687 -7.897325 0.0 0.0 0.0 0.366
C -4.810899 1.709076 4.672996 0.0 0.0 0.0 0.410
C -5.936529 1.338172 5.456889 0.0 0.0 0.0 -0.948
C -5.981411 2.185284 6.532104 0.0 0.0 0.1 -0.489
N -4.925302 3.050064 6.430817 0.0 0.0 0.0 0.040
C -4.210694 2.769163 5.298483 0.1 0.1 0.0 -1.124
H -4.480943 1.250297 3.754974 0.0 0.0 0.0 0.446
H -6.633020 0.541520 5.253723 0.0 0.0 0.0 0.407
H -6.669866 2.246822 7.357841 0.0 0.0 0.0 0.418
H -4.708469 3.778792 7.086937 0.0 0.0 0.0 0.212
H -3.338610 3.345924 5.037817 0.0 0.0 0.0 0.615
C -0.171540 1.890721 7.982362 0.0 0.0 0.0 -0.403
C 0.520865 0.771570 8.517824 0.0 0.0 0.0 -0.458
C -0.348289 -0.286852 8.510317 0.0 0.0 0.0 -0.530
N -1.538473 0.149974 7.995667 0.1 0.0 0.0 0.005
C -1.437483 1.473280 7.667326 -0.1 0.1 0.0 -0.260
H 0.216385 2.886664 7.843463 0.0 0.0 0.0 0.408
H 1.539839 0.746877 8.867325 0.0 0.0 0.0 0.397
H -0.223648 -1.308815 8.826142 0.0 0.0 0.0 0.388
H -2.360519 -0.414268 7.876144 0.0 0.0 0.0 0.208
H -2.273998 2.001051 7.240019 0.0 0.0 0.0 0.265
C 5.428751 7.860926 -6.264301 0.0 0.0 0.0 -0.420
C 4.696411 8.375567 -7.367774 0.0 0.0 0.0 -0.526
C 3.554797 7.629146 -7.483406 -0.1 -0.1 0.0 -0.302
N 3.570525 6.681724 -6.495857 0.0 0.1 0.0 0.109
C 4.707161 6.819400 -5.746117 0.0 -0.1 0.0 -0.455
H 6.376145 8.216052 -5.893724 0.0 0.0 0.0 0.382
H 4.976396 9.199667 -8.002932 0.0 0.0 0.0 0.380
H 2.735926 7.688802 -8.180677 0.0 0.0 0.0 0.340
H 2.858210 5.991796 -6.344011 0.1 0.0 0.0 0.147
H 4.903109 6.165725 -4.912970 0.0 0.0 0.0 0.365
C 2.152044 -6.533917 2.281216 0.1 0.0 0.0 -0.225
C 0.931101 -7.257044 2.262378 -0.1 0.0 0.0 -0.839
C -0.074702 -6.352607 2.045205 0.0 0.1 0.0 -0.346
N 0.489695 -5.110309 1.934075 0.0 0.0 -0.1 -0.019
C 1.847245 -5.214543 2.072972 -0.1 0.0 0.0 -0.057
H 3.140955 -6.936184 2.430273 0.0 0.0 0.0 0.441
H 0.805296 -8.319154 2.394202 0.0 0.0 0.0 0.406
H -1.138795 -6.486500 1.962445 0.0 0.0 0.0 0.378
H -0.014656 -4.251651 1.776855 0.0 0.0 0.0 0.240
H 2.476336 -4.345759 2.015379 0.0 0.0 0.1 0.098
```
Positions in Å, forces in eV/Å.

Results
HOMO level, eV: -8.24
LUMO energy, eV: 0.3
DFT total energy, Eh: -5381.0071
Charge: 0
SMILES: CCCCCCC[C@@H]1OC(=O)[C@](C[C@H](C)Cl)(OCCCC)[C@@]1(CC(=O)Br)NCCCC.c1cc[nH]c1.c1cc[nH]c1.c1cc[nH]c1.c1cc[nH]c1.c1cc[nH]c1

Look up the DFT total energy of the first one. -4621.7495 Eh